Computed, not measured: 4 unconnected molecules or ions with the total composition C23H56N7O8P in a non-equilibrium geometry, with wB97M-V/def2-TZVPD.

Calculated values
E_LUMO: -1.719 eV
Orbital gap: 6.71 eV
HOMO energy: -0.3097 Ha

Structure (ORCA input):
```
! RIJCOSX wB97M-V def2-TZVPD def2/J DEFGRID3
* xyz 0 1
N -0.111 -1.085 -1.631
P 0.266 -0.529 -3.076
N 1.831 0.260 -3.121
C 2.975 -0.461 -3.868
O 3.075 -0.265 -5.076
O 3.776 -1.185 -3.156
C 2.149 1.395 -2.542
N 1.546 2.680 -2.844
C 0.856 3.078 -1.545
C 1.958 3.262 -0.406
C 2.679 1.849 -0.262
N 3.228 1.325 -1.545
H -0.194 -2.110 -1.748
H -0.773 0.363 -3.522
H 0.326 -1.638 -3.963
H 2.318 3.366 -2.928
H 0.261 4.011 -1.736
H 0.210 2.181 -1.278
H 2.693 4.086 -0.623
H 1.377 3.469 0.550
H 1.895 1.120 0.125
H 3.504 1.845 0.504
H 4.051 1.842 -1.871
C -0.242 -4.638 4.136
O 1.114 -4.806 3.756
C 1.505 -6.171 3.622
C 1.750 -6.526 2.160
N 0.498 -6.562 1.406
C 0.682 -6.630 -0.046
C 1.391 -5.456 -0.730
O 0.655 -4.241 -0.712
C 0.792 -3.476 0.477
H -0.397 -3.588 4.383
H -0.914 -4.897 3.313
H -0.483 -5.241 5.018
H 0.783 -6.853 4.084
H 2.450 -6.279 4.164
H 2.230 -7.509 2.102
H 2.442 -5.781 1.751
H -0.038 -5.730 1.617
H -0.319 -6.713 -0.480
H 1.207 -7.559 -0.290
H 1.497 -5.718 -1.788
H 2.411 -5.300 -0.360
H 1.781 -3.583 0.932
H 0.011 -3.744 1.193
H 0.647 -2.426 0.220
C -5.150 -1.544 8.894
O -4.306 -0.406 8.822
C -3.152 -0.498 9.654
C -1.888 -0.655 8.817
N -1.831 -1.972 8.184
C -0.791 -2.094 7.160
C -0.899 -1.192 5.925
O -2.002 -1.490 5.080
C -3.231 -0.900 5.472
H -6.078 -1.309 8.373
H -4.691 -2.406 8.402
H -5.390 -1.793 9.932
H -3.243 -1.298 10.397
H -3.086 0.448 10.201
H -1.010 -0.529 9.459
H -1.886 0.147 8.070
H -2.726 -2.169 7.752
H -0.818 -3.133 6.816
H 0.185 -1.944 7.631
H -0.007 -1.373 5.316
H -0.875 -0.124 6.174
H -3.091 0.071 5.956
H -3.786 -1.576 6.127
H -3.836 -0.752 4.575
C 1.916 4.164 -9.177
O 2.038 5.335 -8.385
C 1.298 6.445 -8.888
C 0.115 6.764 -7.981
N -0.916 5.730 -8.069
C -1.947 5.832 -7.033
C -1.507 5.672 -5.574
O -1.062 4.365 -5.240
C 0.297 4.098 -5.556
H 2.647 3.438 -8.820
H 0.920 3.724 -9.078
H 2.125 4.376 -10.230
H 0.977 6.291 -9.924
H 1.977 7.303 -8.880
H -0.319 7.726 -8.276
H 0.499 6.859 -6.960
H -0.478 4.821 -7.989
H -2.678 5.047 -7.249
H -2.469 6.787 -7.150
H -2.391 5.848 -4.951
H -0.772 6.425 -5.266
H 0.927 4.989 -5.468
H 0.377 3.671 -6.558
H 0.665 3.347 -4.854
*
```